1.
67
Properties=species:S:1:pos:R:3:mulliken_spin:R:1 method="wB97M-V/def2-TZVPD" total_charge=0 spin_multiplicity=3 lumo_energy_ev="-1.30 / -1.62" s2=2.0207 largest_force_ev_per_a=3.1
Mo 0.77 0.45 -0.92 1.861
O 1.65 2.00 -0.44 -0.010
C 2.09 2.51 0.68 0.034
C 2.13 3.89 0.89 -0.009
C 2.60 4.36 2.08 0.014
C 3.07 3.49 3.08 -0.008
C 3.04 2.13 2.87 0.012
C 2.54 1.61 1.67 0.031
C 2.65 0.21 1.38 -0.005
N 2.18 -0.42 0.35 -0.038
C 3.16 -1.33 -0.31 0.030
C 3.44 -0.64 -1.66 0.008
N 2.09 -0.53 -2.26 -0.006
C 1.78 -1.44 -3.13 0.066
C 0.47 -1.97 -3.38 0.014
C 0.24 -2.81 -4.48 0.018
C -0.99 -3.40 -4.65 -0.008
C -2.00 -3.18 -3.69 0.013
C -1.79 -2.39 -2.59 -0.004
C -0.56 -1.76 -2.45 0.012
O -0.30 -0.96 -1.42 -0.020
H 1.77 4.54 0.11 -0.001
H 2.63 5.43 2.26 0.000
H 3.45 3.88 4.02 0.000
H 3.41 1.45 3.63 0.001
H 3.29 -0.38 2.04 -0.003
H 2.72 -2.30 -0.51 -0.008
H 4.07 -1.45 0.27 0.003
H 4.12 -1.23 -2.28 0.004
H 3.87 0.35 -1.48 -0.014
H 2.61 -1.91 -3.66 0.001
H 1.03 -2.96 -5.21 0.000
H -1.18 -4.02 -5.51 0.000
H -2.97 -3.65 -3.83 0.000
H -2.55 -2.21 -1.84 0.004
C -2.46 3.35 -0.24 0.002
N -2.97 2.31 0.63 0.003
C -4.28 2.27 1.07 0.001
C -4.36 1.25 1.95 0.000
N -3.11 0.68 2.06 -0.001
B -2.87 -0.42 3.21 -0.004
N -1.59 -1.24 2.95 0.005
C -0.41 -1.13 3.67 0.002
C 0.52 -1.92 3.09 0.000
N -0.10 -2.53 2.00 0.000
C 0.52 -3.42 1.05 0.001
C -1.40 -2.11 1.90 -0.007
S -2.50 -2.62 0.73 0.002
C -2.28 1.31 1.24 0.021
S -0.57 1.01 1.18 -0.034
H -2.91 3.28 -1.22 0.000
H -1.39 3.25 -0.33 0.000
H -2.70 4.32 0.19 -0.001
H -5.03 2.96 0.71 0.000
H -5.19 0.90 2.54 0.000
H -3.85 -1.14 3.20 0.000
H -2.73 0.18 4.26 0.000
H -0.34 -0.50 4.54 0.000
H 1.55 -2.11 3.36 0.000
H 1.49 -3.72 1.43 0.000
H 0.63 -2.93 0.08 0.003
H -0.11 -4.30 0.90 0.000
O -0.62 0.61 -4.12 0.003
Cl -1.25 1.52 -3.19 -0.001
O -1.87 2.62 -3.86 0.000
O -2.20 0.85 -2.35 0.003
O -0.15 2.05 -2.28 0.007



2.
8
Properties=species:S:1:pos:R:3:mulliken_spin:R:1 method="wB97M-V/def2-TZVPD" total_charge=+1 spin_multiplicity=2 lumo_energy_ev="-5.81 / -5.68" s2=0.7559 largest_force_ev_per_a=7.3
H -2.20 -0.20 -1.19 -0.019
O 1.78 -0.09 0.07 0.162
C 0.58 -0.03 0.02 0.675
C -0.53 0.76 0.16 -0.076
O -1.74 0.27 -0.14 0.052
Ag 4.37 -0.88 -0.18 0.136
H -0.48 1.67 0.78 -0.012
Li -1.78 -1.52 0.48 0.083



3.
15
Properties=species:S:1:pos:R:3:nbo_charge:R:1 method="wB97M-V/def2-TZVPD" total_charge=0 smiles="C/C=N/C=O.C" lumo_energy_ev=0.54 largest_force_ev_per_a=0.5
C 2.12 0.05 0.09 -0.680
C 0.87 0.87 0.00 0.207
N 0.00 0.88 0.93 -0.505
C -1.36 -1.73 -0.50 -0.856
C -1.11 1.72 0.74 0.529
O -1.06 2.86 0.34 -0.542
H 2.28 -0.51 -0.84 0.228
H 2.07 -0.63 0.93 0.235
H 2.99 0.71 0.22 0.240
H -0.49 -1.70 -1.16 0.206
H 0.72 1.47 -0.92 0.171
H -1.04 -1.59 0.53 0.223
H -2.06 -0.93 -0.78 0.209
H -1.87 -2.69 -0.61 0.216
H -2.05 1.24 1.05 0.118



4.
10
Properties=species:S:1:pos:R:3:nbo_charge:R:1 method="wB97M-V/def2-TZVPD" total_charge=0 smiles=Nc1ncco1 lumo_energy_ev=0.91 largest_force_ev_per_a=2.4
N -1.23 0.30 1.55 -0.814
C -0.30 0.18 0.55 0.698
N -0.61 -0.67 -0.41 -0.582
C 0.45 -0.66 -1.25 -0.039
C 1.48 0.14 -0.90 -0.058
O 0.86 0.81 0.43 -0.471
H -2.01 -0.34 1.44 0.417
H -1.19 0.84 2.40 0.409
H 0.47 -1.27 -2.13 0.213
H 2.07 0.66 -1.69 0.227



Calculated values (kJ/mol) of ΔE to the lowest compared entry with this formula, charge and spin for the records, taken in order: 367.6, 246.8, 147.1, 173.0.